A structure of composition C42H31BrN8O4SSn. Source: the Open Molecules 2025 dataset; level of theory: wB97M-V/def2-TZVPD.

Cartesian coordinates (Å):
Sn 1.17 -0.11 0.42
Br -2.30 0.15 7.49
S 0.21 0.00 -2.46
O 0.52 -3.05 3.17
O -0.82 0.28 -1.46
O 2.22 -1.98 -0.87
O 0.48 -1.37 -2.71
N -3.13 0.75 0.76
N -9.54 -1.40 0.31
N 3.52 -0.11 0.87
N 1.67 0.08 2.90
N 1.13 -2.22 1.07
N -0.97 0.72 1.13
N 1.69 2.25 -0.19
N 1.59 0.70 -1.88
C 1.99 -6.53 -0.34
C 0.12 0.84 6.18
C -2.69 2.06 0.74
C -0.52 -0.47 3.82
C 1.17 -5.79 1.83
C -8.45 -1.06 0.36
C -1.09 1.91 -3.91
C 1.86 3.48 0.30
C 1.75 -4.21 0.09
C 2.89 -0.11 3.17
C 5.77 0.00 0.14
C 1.53 -6.81 0.95
C -4.48 0.30 0.62
C 4.41 -0.10 -0.11
C 0.90 -3.21 2.04
C -4.73 -0.99 0.19
C -0.16 0.88 -3.93
C 2.12 -5.21 -0.78
C 0.28 1.26 -6.24
C -1.42 -0.47 4.87
C -2.06 -0.02 0.99
C 1.27 -4.50 1.36
C -6.03 -1.45 0.10
C -5.52 1.15 0.95
C 0.71 0.14 3.95
C 1.74 -2.74 -0.04
C -1.09 0.17 6.05
C 5.26 -0.02 2.48
C -1.36 2.59 -5.08
C -7.09 -0.60 0.43
C -0.97 3.02 -7.53
C 1.98 4.58 -0.53
C -6.83 0.71 0.84
C -1.35 2.03 0.95
C 0.56 0.56 -5.08
C 1.02 0.82 5.13
C 3.92 -0.08 2.14
C 1.72 3.09 -2.40
C -0.68 2.28 -6.26
C 1.64 2.02 -1.50
C 6.20 0.06 1.45
C 1.89 4.36 -1.90
H 1.96 1.35 5.22
H -5.33 2.16 1.30
H -7.65 1.36 1.08
H -1.61 2.14 -2.99
H 2.25 -7.34 -1.00
H 1.67 2.88 -3.46
H 1.30 -0.23 -5.06
H -1.32 4.03 -7.33
H 3.21 -0.31 4.19
H 6.47 0.03 -0.68
H 2.13 5.56 -0.12
H -2.09 -1.09 1.09
H 7.25 0.15 1.68
H -3.34 2.89 0.55
H 1.90 3.57 1.38
H 0.36 1.36 7.10
H 1.96 5.20 -2.59
H -2.10 3.38 -5.08
H 2.49 -4.99 -1.78
H 1.45 -7.84 1.27
H -6.23 -2.45 -0.24
H 0.81 1.02 -7.15
H 0.81 -6.00 2.83
H -2.36 -0.99 4.78
H -3.92 -1.64 -0.10
H -0.66 2.85 1.02
H 4.01 -0.19 -1.12
H 5.57 -0.01 3.51
H -1.77 2.50 -8.08
H -0.74 -1.01 2.91
H -0.10 3.05 -8.18

Calculated values
DFT total energy in hartree: -5544.142324
Charge: +2
Gap between HOMO and LUMO in Ha: 0.217